# 1
13
Properties=species:S:1:pos:R:3:forces:R:3 method="wB97M-V/def2-TZVPD" charge=-1 homo_lumo_gap_ev=6.9318 spin_multiplicity=1 e_above_lowest_kj_mol=57.9 total_energy_ev=-6777.3923 max_force_ev_per_a=1.76 homo_energy_ev=-2.43
C 1.6335 1.7280 0.1789 0.387 -0.296 0.173
O 2.2308 0.4720 0.3257 -0.536 -0.534 -0.656
H 0.9317 1.7181 -0.6639 -0.247 0.220 0.141
H 1.1278 2.0277 1.1101 -0.323 0.099 -0.149
H 2.3769 2.5144 -0.0180 0.120 -0.127 -0.069
C -2.1697 -1.3804 -0.5528 0.104 0.057 0.281
C -1.2426 -0.7802 0.2506 0.444 -0.102 -0.129
N 0.1038 -0.9201 0.2216 -0.366 -0.980 0.010
H -1.8262 -2.0757 -1.3127 -0.165 0.044 -0.141
H -3.2254 -1.1663 -0.4569 -0.044 -0.127 0.074
H -1.6090 -0.1454 1.0623 -0.063 0.379 -0.262
H 0.3019 -1.7687 -0.3083 0.022 0.123 -0.318
H 1.3666 -0.2232 0.1633 0.666 1.244 1.044



# 2
22
Properties=species:S:1:pos:R:3:forces:R:3 method="wB97M-V/def2-TZVPD" homo_lumo_gap_ev=4.8849 spin_multiplicity=1 e_above_lowest_kj_mol=643.3 total_energy_ev=-21241.7111 max_force_ev_per_a=5.37 homo_energy_ev=-9.05
N -0.7456 0.6190 1.3512 -2.046 -2.329 -1.112
C -1.3761 -0.3389 0.4520 -1.240 2.331 0.819
C -0.9267 -1.7821 0.7233 5.080 -1.617 0.618
S 0.5453 -2.5506 -0.1278 -2.150 1.604 0.399
C -1.1585 0.0232 -0.9765 -0.706 -0.744 -3.676
N -1.4734 1.4123 -1.0857 -0.113 -0.558 -1.894
H -1.4385 0.6802 2.1034 0.492 0.379 0.193
H 3.5332 -0.8272 2.1482 0.456 0.173 -0.020
H 2.8629 -1.1049 2.2160 -0.420 -0.213 0.065
H -2.4629 -0.3560 0.6071 0.074 -0.008 0.352
H -0.6434 -1.8591 1.7417 0.178 0.282 1.046
H -1.7405 -2.3767 0.6676 -2.779 -1.897 -0.992
H -1.6657 -0.6076 -1.8870 0.664 1.198 2.618
H -0.1232 -0.1557 -1.1800 1.218 -0.423 -0.111
H -0.9922 1.8068 -1.9248 -0.514 -0.100 1.197
H -1.1619 1.7367 -0.1972 0.395 1.619 0.587
H 1.5754 -0.4915 0.1465 0.153 1.479 0.154
H 0.7264 0.6318 0.8014 -0.109 0.376 0.548
O 1.5126 0.5076 0.2487 1.355 -1.710 -0.557
H 2.2894 1.9911 -2.4664 -1.277 -0.562 0.921
H 1.4635 1.3026 -1.2509 0.673 -0.127 0.458
O 1.3999 1.7390 -2.1110 0.616 0.848 -1.613